{
  "formula": "C33H71FN7O8PS",
  "method": "wB97M-V/def2-TZVPD",
  "elements": ["C", "C", "C", "O", "C", "C", "C", "C", "S", "O", "O", "F", "C", "N", "C", "P", "C", "C", "C", "N", "C", "H", "H", "H", "H", "H", "H", "H", "H", "H", "H", "H", "H", "H", "H", "H", "H", "C", "O", "C", "C", "C", "N", "H", "H", "H", "H", "H", "H", "H", "H", "H", "H", "H", "C", "O", "C", "C", "C", "N", "H", "H", "H", "H", "H", "H", "H", "H", "H", "H", "H", "C", "O", "C", "C", "C", "N", "H", "H", "H", "H", "H", "H", "H", "H", "H", "H", "H", "C", "O", "C", "C", "C", "N", "H", "H", "H", "H", "H", "H", "H", "H", "H", "H", "H", "C", "O", "C", "C", "C", "N", "H", "H", "H", "H", "H", "H", "H", "H", "H", "H", "H"],
  "xyz": [[7.019, -1.663, 2.876], [7.248, -0.879, 1.540], [7.005, 0.646, 1.674], [5.976, 1.159, 0.801], [4.764, 1.051, 1.438], [4.419, 1.964, 2.388], [3.182, 1.817, 3.058], [2.369, 0.783, 2.744], [0.836, 0.630, 3.650], [0.620, 1.758, 4.489], [0.928, -0.595, 4.373], [-0.347, 0.455, 2.625], [2.674, -0.180, 1.740], [1.753, -1.157, 1.484], [2.179, -1.961, 0.537], [1.081, -3.369, 0.055], [-0.212, -3.552, 1.375], [2.210, -4.852, 0.263], [3.441, -1.853, -0.146], [4.289, -0.896, 0.096], [3.897, -0.028, 1.082], [6.263, -2.454, 2.753], [7.951, -2.182, 3.173], [6.732, -1.007, 3.708], [8.314, -1.016, 1.307], [6.663, -1.352, 0.748], [6.813, 0.860, 2.735], [7.942, 1.165, 1.429], [5.091, 2.787, 2.615], [2.902, 2.523, 3.839], [-1.180, -3.324, 0.919], [-0.007, -2.876, 2.217], [-0.170, -4.587, 1.738], [2.891, -4.675, 1.109], [2.780, -5.049, -0.651], [1.563, -5.703, 0.508], [3.698, -2.598, -0.901], [0.755, -0.546, -2.086], [-0.571, -0.646, -1.604], [-0.949, 0.373, -0.692], [-1.427, 1.673, -1.355], [-0.289, 2.537, -1.890], [-2.379, 1.411, -2.442], [1.439, -0.163, -1.324], [0.795, 0.083, -2.980], [1.079, -1.547, -2.371], [-1.787, -0.043, -0.124], [-0.146, 0.562, 0.031], [-1.940, 2.259, -0.588], [0.147, 2.130, -2.802], [-0.654, 3.537, -2.128], [0.505, 2.641, -1.147], [-3.180, 0.910, -2.064], [-1.947, 0.733, -3.066], [-8.129, 1.944, -0.356], [-6.897, 1.773, -1.035], [-6.278, 2.976, -1.455], [-5.434, 3.668, -0.373], [-6.265, 4.423, 0.659], [-4.561, 2.719, 0.325], [-8.703, 2.784, -0.756], [-7.963, 2.075, 0.716], [-8.714, 1.033, -0.490], [-5.607, 2.688, -2.269], [-7.018, 3.663, -1.885], [-4.800, 4.403, -0.878], [-6.768, 3.754, 1.358], [-5.627, 5.081, 1.250], [-7.023, 5.043, 0.174], [-3.948, 2.283, -0.358], [-5.146, 1.952, 0.649], [0.485, -5.959, -6.702], [1.496, -5.003, -6.964], [1.154, -3.668, -6.638], [1.374, -3.297, -5.163], [0.293, -3.832, -4.231], [2.683, -3.751, -4.676], [-0.515, -5.555, -6.882], [0.560, -6.331, -5.677], [0.643, -6.803, -7.373], [1.817, -3.043, -7.244], [0.130, -3.440, -6.959], [1.348, -2.205, -5.095], [0.380, -4.905, -4.061], [0.365, -3.348, -3.257], [-0.704, -3.630, -4.629], [3.411, -3.322, -5.242], [2.761, -4.741, -4.895], [10.222, -0.835, 8.107], [11.109, -1.021, 7.018], [11.211, -2.354, 6.552], [10.115, -2.764, 5.555], [8.774, -3.068, 6.216], [9.912, -1.746, 4.518], [10.230, -1.690, 8.789], [9.206, -0.647, 7.752], [10.549, 0.048, 8.655], [12.172, -2.407, 6.033], [11.270, -3.056, 7.393], [10.449, -3.684, 5.066], [8.258, -2.164, 6.543], [8.112, -3.576, 5.513], [8.902, -3.720, 7.082], [10.787, -1.607, 4.019], [9.764, -0.859, 4.993], [-11.336, 2.884, -3.476], [-10.919, 3.561, -2.304], [-10.808, 4.967, -2.438], [-12.129, 5.731, -2.248], [-13.052, 5.661, -3.460], [-12.863, 5.268, -1.066], [-10.941, 3.354, -4.381], [-12.426, 2.830, -3.525], [-10.958, 1.863, -3.422], [-10.123, 5.281, -1.644], [-10.327, 5.228, -3.389], [-11.874, 6.784, -2.097], [-13.531, 4.686, -3.561], [-13.848, 6.400, -3.371], [-12.505, 5.870, -4.382], [-12.279, 5.399, -0.244], [-12.951, 4.257, -1.140]],
  "lumo_energy_ev": -0.70,
  "smiles": "CCCOc1ccc(S(=O)(=O)F)c2nc(P(C)C)cnc12.COC[C@@H](C)N.COC[C@@H](C)N.COC[C@@H](C)N.COC[C@@H](C)N.COC[C@@H](C)N",
  "multiplicity": 1
}

{
  "formula": "C33H71GaNO9S",
  "method": "wB97M-V/def2-TZVPD",
  "elements": ["C", "C", "C", "C", "C", "C", "C", "Ga", "C", "N", "C", "C", "C", "S", "C", "O", "O", "H", "H", "H", "H", "H", "H", "H", "H", "H", "H", "H", "H", "H", "H", "H", "H", "H", "H", "H", "H", "H", "H", "H", "H", "H", "H", "H", "H", "H", "C", "C", "O", "C", "H", "H", "H", "H", "H", "H", "C", "C", "O", "C", "H", "H", "H", "H", "H", "H", "C", "C", "O", "C", "H", "H", "H", "H", "H", "H", "C", "C", "O", "C", "H", "H", "H", "H", "H", "H", "C", "C", "O", "C", "H", "H", "H", "H", "H", "H", "C", "C", "O", "C", "H", "H", "H", "H", "H", "H", "C", "C", "O", "C", "H", "H", "H", "H", "H", "H"],
  "xyz": [[3.263, 1.551, 0.288], [1.941, 2.402, 0.168], [1.428, 2.938, 1.557], [-0.128, 2.961, 1.621], [-0.808, 3.798, 0.476], [-1.979, 2.921, -0.129], [-1.428, 2.066, -1.348], [-1.842, 0.051, -1.276], [-3.718, -0.367, -0.518], [-3.715, -0.208, 0.988], [-0.461, -1.068, -0.220], [-0.093, -2.330, -1.056], [0.679, -3.449, -0.281], [-0.205, -4.173, 1.158], [-1.787, -0.629, -3.261], [-0.426, -0.378, -3.766], [-0.334, 0.956, -4.194], [3.204, 0.775, -0.504], [4.168, 2.163, 0.103], [3.310, 1.037, 1.261], [2.157, 3.299, -0.449], [1.199, 1.754, -0.333], [1.789, 2.235, 2.341], [1.874, 3.941, 1.735], [-0.527, 1.926, 1.640], [-0.431, 3.427, 2.588], [-0.115, 4.060, -0.348], [-1.227, 4.730, 0.920], [-2.713, 3.659, -0.533], [-2.498, 2.327, 0.644], [-1.955, 2.463, -2.250], [-0.348, 2.278, -1.534], [-3.943, -1.446, -0.697], [-4.487, 0.300, -0.973], [-2.764, 0.017, 1.273], [-4.272, 0.606, 1.232], [0.419, -0.499, 0.147], [-0.992, -1.428, 0.699], [-0.955, -2.764, -1.600], [0.600, -1.981, -1.859], [1.702, -3.132, 0.007], [0.819, -4.293, -0.996], [-0.958, -3.196, 1.745], [-2.481, 0.032, -3.830], [-2.056, -1.705, -3.322], [0.242, 1.452, -3.595], [5.089, -0.169, 3.716], [4.252, 0.960, 4.252], [3.310, 1.361, 3.603], [4.620, 1.551, 5.586], [4.653, -0.463, 2.761], [6.122, 0.155, 3.572], [5.055, -1.021, 4.399], [5.633, 1.966, 5.541], [4.562, 0.784, 6.362], [3.922, 2.352, 5.831], [3.954, -2.152, -0.969], [3.915, -2.531, 0.484], [3.972, -1.687, 1.351], [3.790, -3.995, 0.820], [4.041, -1.070, -1.056], [4.813, -2.616, -1.458], [3.029, -2.467, -1.452], [4.645, -4.543, 0.420], [2.863, -4.393, 0.403], [3.768, -4.117, 1.903], [-4.302, -4.327, -4.781], [-4.105, -4.036, -3.316], [-3.089, -3.528, -2.903], [-5.227, -4.403, -2.381], [-3.418, -4.011, -5.334], [-4.446, -5.400, -4.930], [-5.166, -3.776, -5.158], [-5.413, -5.478, -2.427], [-6.133, -3.856, -2.653], [-4.949, -4.137, -1.362], [-6.231, -0.554, -3.817], [-6.779, -0.772, -5.201], [-6.247, -1.533, -5.980], [-8.019, -0.005, -5.583], [-5.340, -1.166, -3.677], [-5.957, 0.495, -3.687], [-6.976, -0.843, -3.073], [-7.825, 1.067, -5.528], [-8.841, -0.269, -4.915], [-8.301, -0.259, -6.605], [8.547, 3.807, 6.769], [8.097, 3.795, 5.332], [7.126, 3.163, 4.982], [8.901, 4.601, 4.347], [7.878, 3.187, 7.363], [9.559, 3.405, 6.845], [8.521, 4.826, 7.159], [9.929, 4.234, 4.317], [8.890, 5.654, 4.631], [8.464, 4.500, 3.355], [0.402, -1.584, -4.869], [1.211, -2.619, -4.135], [1.938, -2.313, -3.216], [1.080, -4.051, -4.587], [0.593, -0.603, -4.437], [0.687, -1.568, -5.923], [-0.662, -1.806, -4.772], [1.395, -4.143, -5.628], [0.046, -4.381, -4.479], [1.717, -4.685, -3.970], [-4.853, 3.789, 4.573], [-4.726, 2.352, 4.137], [-5.618, 1.798, 3.536], [-3.444, 1.641, 4.480], [-5.822, 4.177, 4.261], [-4.780, 3.857, 5.660], [-4.068, 4.390, 4.109], [-3.314, 1.616, 5.564], [-2.599, 2.151, 4.012], [-3.485, 0.617, 4.107]],
  "lumo_energy_ev": 1.91,
  "multiplicity": 1,
  "total_charge": -1
}

What DFT total energy values result from the calculations? In sequence: -85020.5999; -118492.3759 eV.
What orbital gap values result from the calculations? In sequence: 7.6; 5.7 eV.